{
  "formula": "C24H53GeN3O11PTeTi",
  "method": "ωB97M-V/def2-TZVPD",
  "species": ["Ti", "C", "N", "C", "C", "O", "C", "O", "C", "C", "O", "N", "C", "C", "H", "H", "H", "H", "H", "H", "H", "H", "H", "H", "H", "H", "H", "H", "H", "H", "C", "C", "C", "C", "O", "Ge", "O", "C", "C", "C", "C", "O", "C", "C", "C", "C", "H", "H", "H", "H", "H", "H", "H", "H", "H", "H", "H", "H", "H", "H", "H", "H", "H", "H", "H", "H", "H", "H", "H", "H", "H", "H", "H", "O", "N", "O", "C", "C", "O", "P", "O", "Te", "O", "C", "C", "H", "H", "H", "H", "H", "H", "H", "H", "H", "H"],
  "xyz": [[-0.191, -0.896, -0.231], [3.101, 2.722, 3.643], [1.702, 2.500, 3.318], [0.761, 3.436, 3.915], [1.341, 1.362, 2.673], [2.141, 0.508, 2.319], [-0.139, 1.202, 2.369], [-0.493, -0.100, 1.866], [-0.119, -1.160, 2.755], [0.831, -2.099, 2.032], [1.038, -1.932, 0.826], [1.417, -3.059, 2.716], [2.145, -4.095, 1.977], [0.869, -3.462, 4.011], [3.248, 2.710, 4.727], [3.699, 1.939, 3.194], [3.421, 3.691, 3.257], [0.637, 3.245, 4.986], [1.139, 4.451, 3.793], [-0.212, 3.390, 3.436], [-0.733, 1.379, 3.265], [-0.451, 1.892, 1.580], [0.365, -0.761, 3.640], [-1.014, -1.698, 3.048], [2.449, -3.709, 1.013], [3.027, -4.385, 2.545], [1.507, -4.967, 1.828], [0.791, -2.612, 4.687], [-0.114, -3.922, 3.895], [1.549, -4.181, 4.459], [2.135, 1.402, -2.729], [2.055, 1.394, -1.196], [3.094, 0.420, -0.650], [2.334, 2.792, -0.653], [0.742, 0.996, -0.725], [-0.796, 1.818, -1.627], [-1.676, 0.071, -1.242], [-3.133, 0.013, -1.296], [-3.706, 0.330, 0.084], [-3.578, -1.374, -1.744], [-3.638, 1.023, -2.323], [-1.371, 2.661, -0.061], [-1.794, 4.006, 0.108], [-2.345, 4.602, -1.190], [-0.613, 4.857, 0.579], [-2.888, 4.015, 1.174], [3.181, 1.476, -3.036], [1.596, 2.243, -3.164], [1.712, 0.483, -3.139], [4.076, 0.681, -1.049], [2.851, -0.596, -0.954], [3.130, 0.456, 0.441], [3.347, 3.106, -0.916], [2.227, 2.806, 0.436], [1.630, 3.507, -1.082], [-3.388, -0.424, 0.805], [-4.798, 0.339, 0.041], [-3.348, 1.303, 0.417], [-3.238, -2.143, -1.057], [-3.198, -1.592, -2.744], [-4.670, -1.392, -1.772], [-3.479, 2.052, -1.987], [-4.708, 0.880, -2.477], [-3.121, 0.880, -3.274], [-1.570, 4.632, -1.960], [-2.709, 5.618, -1.021], [-3.174, 3.996, -1.563], [0.204, 4.790, -0.141], [-0.247, 4.502, 1.545], [-0.903, 5.907, 0.680], [-3.776, 3.491, 0.813], [-3.169, 5.039, 1.435], [-2.535, 3.505, 2.077], [-1.899, -3.432, 1.973], [-1.395, -3.232, 0.922], [-1.560, -2.013, 0.496], [-0.798, -5.582, -1.663], [-1.412, -4.434, -2.434], [-0.896, -3.164, -1.961], [0.141, -2.330, -2.836], [0.809, -1.409, -1.792], [-0.748, -1.305, -4.729], [1.212, -3.468, -3.218], [2.636, -3.247, -3.094], [3.184, -2.361, -4.193], [-1.258, -6.524, -1.970], [-0.955, -5.439, -0.596], [0.275, -5.630, -1.855], [-2.490, -4.390, -2.296], [-1.203, -4.526, -3.500], [3.078, -4.242, -3.141], [2.851, -2.821, -2.113], [2.969, -2.785, -5.174], [4.266, -2.262, -4.076], [2.737, -1.367, -4.149]],
  "spin_multiplicity": 2,
  "e_homo_ev": [-6.76, -6.78],
  "e_above_lowest_kj_mol": 46.8,
  "fmax_ev_per_a": 3.40,
  "mol_weight_g_mol": 838.75,
  "s_squared": 0.7524,
  "total_charge": 0
}

***

{
  "formula": "C24H54BClFNO11",
  "method": "ωB97M-V/def2-TZVPD",
  "species": ["C", "C", "O", "C", "C", "O", "C", "C", "O", "C", "C", "F", "O", "C", "C", "C", "C", "C", "C", "C", "C", "O", "C", "C", "O", "C", "C", "C", "O", "Cl", "B", "N", "O", "H", "H", "H", "H", "H", "H", "H", "H", "H", "H", "H", "H", "H", "H", "H", "H", "H", "H", "H", "H", "H", "H", "H", "H", "H", "H", "H", "H", "H", "H", "H", "H", "H", "H", "H", "H", "H", "H", "H", "H", "H", "H", "C", "O", "H", "H", "H", "H", "C", "O", "H", "H", "H", "H", "C", "O", "H", "H", "H", "H"],
  "xyz": [[8.516, 2.177, 1.339], [8.205, 1.034, 0.365], [6.792, 0.917, 0.144], [6.369, 1.714, -0.947], [4.925, 2.133, -0.740], [4.038, 1.366, -1.530], [2.774, 1.178, -0.923], [1.944, 0.194, -1.750], [2.686, -0.968, -1.901], [1.674, 0.808, -3.114], [0.897, 2.102, -3.020], [1.634, 3.167, -3.510], [0.742, 0.046, -1.017], [-0.165, -0.939, -1.522], [-1.439, -0.271, -2.058], [-2.711, -0.490, -1.249], [-3.918, 0.139, -1.960], [-4.599, 1.272, -1.197], [-4.897, 0.985, 0.260], [-5.661, 2.177, 0.900], [-4.970, 2.786, 2.111], [-5.486, 2.347, 3.353], [-5.268, 0.975, 3.572], [-0.495, -1.963, -0.407], [0.683, -2.424, 0.210], [0.745, -3.829, 0.454], [0.840, -4.039, 1.989], [-0.474, -4.380, 2.596], [-1.171, -3.636, 3.202], [-0.962, -6.086, 2.312], [2.122, -4.287, -0.215], [2.248, -4.919, -1.497], [3.244, -3.990, 0.495], [7.611, 2.648, 1.690], [9.135, 2.911, 0.844], [9.046, 1.777, 2.189], [8.546, 0.105, 0.793], [8.665, 1.199, -0.599], [6.947, 2.630, -0.966], [6.488, 1.188, -1.887], [4.731, 2.029, 0.323], [4.795, 3.190, -0.960], [2.255, 2.116, -0.749], [2.913, 0.705, 0.052], [3.396, -0.983, -1.260], [1.080, 0.137, -3.722], [2.610, 0.951, -3.629], [0.634, 2.345, -2.002], [-0.034, 2.060, -3.568], [0.267, -1.521, -2.324], [-1.263, 0.791, -2.179], [-1.624, -0.668, -3.051], [-2.555, -0.040, -0.281], [-2.921, -1.541, -1.121], [-3.555, 0.557, -2.893], [-4.655, -0.610, -2.223], [-4.034, 2.194, -1.272], [-5.553, 1.460, -1.679], [-3.994, 0.857, 0.840], [-5.461, 0.067, 0.374], [-5.704, 2.943, 0.139], [-6.663, 1.853, 1.140], [-3.899, 2.588, 2.103], [-5.066, 3.855, 2.080], [-4.329, 0.667, 3.117], [-5.188, 0.785, 4.631], [-6.076, 0.391, 3.145], [-1.045, -2.767, -0.885], [-1.078, -1.493, 0.374], [-0.123, -4.386, 0.107], [1.553, -4.817, 2.222], [1.228, -3.122, 2.399], [2.656, -4.274, -2.163], [1.332, -5.149, -1.863], [3.213, -3.074, 0.781], [-6.845, -3.314, -2.976], [-6.004, -3.460, -1.835], [-6.224, -3.419, -3.862], [-7.617, -4.087, -2.991], [-7.318, -2.329, -2.988], [-6.557, -3.367, -1.056], [3.782, -2.051, 3.718], [4.194, -2.337, 2.388], [2.845, -2.570, 3.900], [4.528, -2.403, 4.435], [3.627, -0.976, 3.854], [5.029, -1.868, 2.234], [-2.838, 6.363, 2.249], [-3.124, 5.207, 1.466], [-3.778, 6.872, 2.446], [-2.379, 6.083, 3.201], [-2.171, 7.042, 1.711], [-2.292, 4.761, 1.295]],
  "smiles": "CCOCCOC[C@](O)(CCF)O[C@H](CCCCCCCOC)CO[C@H](CC(=O)Cl)B(N)O.CO.CO.CO",
  "e_homo_ev": -9.18,
  "fmax_ev_per_a": 1.47,
  "mol_weight_g_mol": 597.96,
  "total_charge": 0
}

***

{
  "formula": "C24H54BF22N3O30S6Ti",
  "method": "ωB97M-V/def2-TZVPD",
  "species": ["Ti", "C", "F", "F", "F", "S", "O", "O", "N", "S", "O", "O", "C", "F", "F", "F", "C", "F", "F", "F", "S", "O", "O", "N", "S", "O", "O", "C", "F", "F", "F", "C", "F", "F", "F", "S", "O", "O", "N", "S", "O", "O", "C", "F", "F", "F", "B", "F", "F", "F", "F", "C", "C", "O", "O", "H", "H", "H", "H", "H", "H", "C", "C", "O", "O", "H", "H", "H", "H", "H", "H", "C", "C", "O", "O", "H", "H", "H", "H", "H", "H", "C", "C", "O", "O", "H", "H", "H", "H", "H", "H", "C", "C", "O", "O", "H", "H", "H", "H", "H", "H", "C", "C", "O", "O", "H", "H", "H", "H", "H", "H", "C", "C", "O", "O", "H", "H", "H", "H", "H", "H", "C", "C", "O", "O", "H", "H", "H", "H", "H", "H", "C", "C", "O", "O", "H", "H", "H", "H", "H", "H"],
  "xyz": [[1.030, 0.142, 3.953], [-1.646, -1.024, 0.876], [-2.281, -1.407, 1.981], [-0.605, -1.799, 0.646], [-2.481, -1.104, -0.163], [-1.078, 0.803, 1.080], [-0.988, 1.333, -0.281], [-2.069, 1.390, 1.923], [0.477, 0.698, 2.112], [1.439, 1.541, 1.070], [0.992, 2.866, 0.676], [2.524, 1.402, 2.064], [1.905, 0.415, -0.506], [3.091, -0.199, -0.277], [0.999, -0.560, -0.599], [1.988, 1.209, -1.579], [-3.431, 8.512, -2.928], [-3.762, 9.792, -3.287], [-4.536, 7.734, -3.029], [-2.353, 8.092, -3.648], [-2.897, 8.416, -1.069], [-1.695, 9.204, -0.962], [-4.076, 8.986, -0.391], [-2.548, 6.709, -0.931], [-3.366, 6.258, 0.230], [-2.910, 6.819, 1.532], [-4.840, 6.349, -0.032], [-2.919, 4.423, 0.237], [-1.556, 4.295, 0.138], [-3.390, 3.823, 1.284], [-3.516, 3.853, -0.841], [6.750, -4.095, -3.480], [6.527, -2.901, -2.933], [7.161, -3.846, -4.680], [7.658, -4.758, -2.757], [5.053, -5.086, -3.572], [5.307, -6.488, -3.832], [4.504, -4.836, -2.219], [4.253, -4.159, -4.976], [2.825, -3.930, -4.449], [2.090, -3.529, -5.636], [2.204, -4.980, -3.622], [2.990, -2.264, -3.412], [3.802, -1.292, -3.933], [1.777, -1.739, -3.203], [3.389, -2.564, -2.209], [-0.356, -2.209, 4.691], [-0.368, -3.539, 4.487], [-1.159, -1.802, 5.628], [0.894, -1.723, 4.988], [-0.432, -1.445, 3.607], [0.114, 2.954, 4.361], [-1.116, 2.211, 4.857], [-0.885, 0.780, 4.520], [1.324, 2.234, 4.320], [0.203, 3.813, 5.026], [-0.119, 3.310, 3.357], [-1.982, 2.630, 4.344], [-1.151, 2.253, 5.945], [-1.713, 0.331, 4.705], [2.017, 2.898, 4.365], [-5.936, -3.964, 0.153], [-5.145, -3.362, 1.243], [-5.942, -2.585, 2.081], [-6.664, -5.031, 0.759], [-5.323, -4.502, -0.570], [-6.613, -3.299, -0.384], [-4.402, -2.790, 0.687], [-4.551, -4.051, 1.844], [-6.284, -1.842, 1.578], [-7.271, -4.628, 1.384], [-5.215, 1.367, 0.342], [-5.905, 0.021, 0.111], [-6.829, -0.195, 1.108], [-6.219, 2.375, 0.340], [-4.449, 1.616, -0.392], [-4.682, 1.306, 1.291], [-5.122, -0.718, -0.060], [-6.470, 0.132, -0.814], [-7.497, 0.473, 1.281], [-6.700, 2.302, -0.488], [-0.906, -4.558, 1.503], [0.618, -4.573, 0.986], [1.551, -3.996, 1.896], [-1.829, -4.866, 0.392], [-1.236, -3.574, 1.836], [-1.027, -5.169, 2.397], [0.685, -4.091, 0.011], [0.907, -5.622, 0.910], [2.336, -4.546, 1.849], [-1.545, -5.741, 0.118], [3.738, -1.100, 4.351], [3.326, -1.706, 3.031], [1.955, -1.506, 2.781], [3.105, 0.178, 4.473], [4.815, -0.929, 4.360], [3.585, -1.764, 5.201], [3.582, -2.762, 2.952], [3.891, -1.290, 2.196], [1.610, -2.308, 2.382], [3.808, 0.655, 4.921], [-1.613, -4.109, -3.074], [-3.081, -3.656, -2.635], [-3.880, -3.184, -3.657], [-1.104, -2.990, -3.776], [-1.574, -4.920, -3.801], [-0.855, -4.366, -2.333], [-2.959, -3.024, -1.756], [-3.619, -4.536, -2.283], [-4.349, -2.456, -3.244], [-1.678, -2.701, -4.490], [3.678, 5.105, -1.306], [4.148, 3.645, -1.068], [3.847, 3.190, 0.205], [4.169, 5.885, -0.209], [2.590, 5.067, -1.265], [3.898, 5.602, -2.251], [5.219, 3.488, -1.200], [3.723, 3.017, -1.851], [4.032, 3.882, 0.845], [3.857, 6.758, -0.455], [7.515, 0.393, -0.458], [6.752, -0.704, 0.327], [6.290, -0.296, 1.633], [8.126, 0.017, -1.699], [8.274, 0.753, 0.237], [6.939, 1.289, -0.688], [7.397, -1.559, 0.527], [5.925, -0.966, -0.333], [7.003, -0.496, 2.244], [7.685, 0.561, -2.355], [-1.275, 1.542, -3.200], [-2.222, 0.362, -3.215], [-3.535, 0.950, -3.292], [-1.227, 2.137, -4.445], [-0.304, 1.118, -2.944], [-1.452, 2.304, -2.441], [-2.091, -0.185, -2.282], [-1.979, -0.366, -3.989], [-3.425, 1.890, -3.132], [-1.656, 2.995, -4.495]],
  "e_homo_ev": -8.40,
  "fmax_ev_per_a": 6.81,
  "mol_weight_g_mol": 1533.72,
  "total_charge": 0
}

***

Q: Which formula does entry 2 have?
A: C24H54BClFNO11